21
Properties=species:S:1:pos:R:3 method="wB97M-V/def2-TZVPD" charge=+1 lumo_energy_ev=-3.65 smiles=Cc1p[n+](C)c(C)n1C gap_ev=9.285 e_above_lowest_ev=1.2543
C -0.39153 -0.38080 -0.54409
C 0.70448 0.95043 1.04894
C -0.95686 -1.49773 -1.31789
C 1.46772 1.21820 2.31835
C 0.61202 -1.44474 1.41131
C -1.21526 1.27523 -2.36617
N 0.34981 -0.30905 0.58980
N -0.51340 0.96612 -1.18073
P 0.19699 2.11197 -0.08991
H -1.05868 -1.33850 -2.33740
H -1.96594 -1.58392 -1.01464
H -0.26740 -2.34040 -1.07388
H 1.95124 2.10452 2.01450
H 2.11532 0.37058 2.46904
H 0.78320 1.45498 3.01235
H 1.43207 -2.19531 0.91192
H 1.05473 -1.19166 2.41449
H -0.23134 -2.13005 1.70742
H -1.00490 2.39814 -2.67771
H -2.28478 0.87562 -2.21629
H -0.77750 0.68637 -3.07942

***

21
Properties=species:S:1:pos:R:3 method="wB97M-V/def2-TZVPD" lumo_energy_ev=0.73 smiles=Cc1c[nH]cn1.CSC gap_ev=9.062 e_above_lowest_ev=0.3397
C 1.45371 1.43370 1.46786
C 2.53066 -0.89230 0.42773
S 3.03049 0.53746 1.41699
H 0.87926 1.19153 0.57866
H 0.85039 1.19692 2.33380
H 1.72708 2.48460 1.55720
H 3.11089 -1.75354 0.75226
H 2.66230 -0.81069 -0.65036
H 1.48509 -1.11648 0.64154
C -2.45286 1.60962 -0.08957
C -2.27446 -0.93029 -0.06594
C -1.99616 0.28692 -0.63521
C -1.37303 -1.17935 -2.05374
N -1.86927 -1.85544 -0.99618
N -1.43687 0.11422 -1.87048
H -2.84320 -1.17555 0.81323
H -1.91018 -2.85636 -0.89864
H -1.88492 2.47471 -0.42408
H -2.35383 1.55950 0.99988
H -0.92110 -1.67292 -2.89527
H -3.51090 1.73754 -0.31842

***

21
Properties=species:S:1:pos:R:3 method="wB97M-V/def2-TZVPD" spin_multiplicity=3 charge=+1 lumo_energy_ev="-2.63 / -5.54" gap_ev="6.587 / 8.823" e_above_lowest_ev=4.2080
C -2.52421 -1.09360 -1.27288
C -1.31996 -0.46392 -0.99703
C -3.88167 -2.57701 0.10920
C 1.42689 0.01098 -0.82657
C 0.92285 -0.44669 1.60720
C 0.23980 1.67402 0.23949
N -3.18863 -1.84248 -0.49030
N -0.67850 -0.54396 0.12194
N 0.53783 0.21674 0.31255
H -2.96122 -1.23511 -2.22342
H -0.99969 0.01331 -1.97119
H -4.18809 -3.45679 0.57811
H 2.19438 0.85971 -0.93002
H 2.09052 -0.92865 -0.58680
H 0.99699 -0.14023 -1.83861
H 1.73936 0.20264 2.03061
H 0.22006 -0.50870 2.37363
H 1.05118 -1.51122 1.47671
H 1.14131 2.08474 -0.04293
H -0.57888 1.99216 -0.46788
H -0.11464 2.01380 1.16794

***

25
Properties=species:S:1:pos:R:3 method="wB97M-V/def2-TZVPD" lumo_energy_ev=-0.93 gap_ev=8.030 e_above_lowest_ev=3.8333
C -0.10432 -1.21726 3.55529
C 1.36503 -0.16899 2.62376
C -2.48081 -0.61404 -1.98106
C 2.71119 0.71638 -0.74627
C -2.74224 -0.10839 -0.50613
C 1.68302 0.46053 -1.85311
N 1.06088 -0.64677 3.78661
N -0.47902 -1.23092 2.33457
N 0.45844 -0.54038 1.69421
O 0.11755 2.35446 0.14163
O -1.88854 0.96278 -0.28710
O 0.40022 0.24573 -1.34584
P -0.30659 1.05158 -0.22820
H -0.56314 -1.81269 4.30684
H 2.30315 0.14262 2.22996
H -3.25909 -0.29676 -2.73192
H -1.37788 -0.39805 -2.29172
H -2.59632 -1.74933 -1.83665
H 2.41024 0.03541 0.06649
H 3.69021 0.52648 -1.18888
H 2.65440 1.85544 -0.54337
H -2.66977 -0.90942 0.21438
H -3.78131 0.31895 -0.48254
H 1.82430 -0.33575 -2.48560
H 1.57039 1.35841 -2.44533

***

26
Properties=species:S:1:pos:R:3 method="wB97M-V/def2-TZVPD" charge=+1 lumo_energy_ev=-3.64 gap_ev=9.428 e_above_lowest_ev=0.0000
C -5.92162 -0.93229 0.16921
C -0.05957 2.05266 0.32718
C 2.01503 -0.24913 -0.54872
C 1.43216 2.08518 0.03416
C -2.00755 0.80509 -0.26121
C 3.03021 -1.35707 -0.26147
N 2.14415 0.83345 0.22309
N -0.73800 1.05059 -0.42482
N 2.35762 -2.31059 0.57592
O -4.87058 -0.35658 0.26098
O -0.63929 2.80327 1.04654
O 1.12038 -0.40106 -1.37626
O -2.59033 -0.11092 -0.91216
O 4.16866 -0.75086 0.31879
H -6.68442 -0.86528 0.94898
H 1.87882 2.84128 0.68169
H 1.53171 2.41165 -1.01099
H -2.54786 1.41775 0.47019
H 3.26983 -1.84348 -1.21659
H 2.96231 0.84692 0.82019
H -0.08423 0.41625 -1.03845
H 2.25893 -1.97635 1.52613
H -6.18251 -1.54426 -0.70175
H 2.81469 -3.21355 0.59011
H -3.55459 -0.27129 -0.61356
H 4.89603 -1.38139 0.37285

***

26
Properties=species:S:1:pos:R:3 method="wB97M-V/def2-TZVPD" spin_multiplicity=3 charge=+1 lumo_energy_ev="-2.88 / -4.25" gap_ev="6.226 / 9.805"
C -2.42551 -1.71366 -1.05449
C 0.09182 -1.07152 0.66826
C 1.17786 1.79381 1.00868
C 0.10363 -0.23941 1.99828
C -0.74829 -3.23424 -0.34344
C 0.81621 2.68431 -0.15454
N 0.11228 1.19727 1.53492
N -0.36825 -2.35941 0.75268
N 1.37561 1.72868 -1.41753
O -2.30130 -0.71746 -0.38851
O 0.57259 -0.62770 -0.38671
O 2.30883 1.80835 1.39419
O -1.39538 -4.38322 0.09118
O 1.53760 3.85879 -0.32598
H -3.16340 -2.10098 -1.75996
H 1.02259 -0.46295 2.67049
H -0.83201 -0.46335 2.71333
H 0.00103 -3.15853 -1.28732
H -0.27610 2.73167 -0.42306
H -0.80290 1.45569 1.22444
H -0.73119 -2.56992 1.64694
H 2.43106 1.84736 -1.33550
H 1.03455 0.79814 -1.03511
H 1.09935 1.80637 -2.36142
H -1.00280 -5.06039 -0.44896
H 2.06646 4.08232 0.43366

***

22
Properties=species:S:1:pos:R:3 method="wB97M-V/def2-TZVPD" charge=+2 lumo_energy_ev=-8.15 gap_ev=7.046 e_above_lowest_ev=5.3287
C 3.17663 -0.24306 -0.02418
C -2.36460 0.02256 1.13564
C -3.05139 -1.64514 -0.36993
C -2.58813 0.56562 -1.11362
C -1.31701 1.03331 0.89986
C 5.63572 -0.04683 -0.13511
N -0.34580 0.56479 0.01308
N -2.84490 -0.40971 -0.13456
N 4.27446 0.00499 -0.13555
N -1.46502 1.25434 -0.46646
H 2.04666 -0.35377 -0.06375
H -2.06880 -0.95624 1.70173
H -3.14165 0.44534 1.68643
H -2.75983 -2.39168 0.33776
H -3.66600 -1.98205 -1.15898
H -2.19917 0.21275 -2.14954
H -3.31344 1.39370 -1.21034
H -1.07089 1.87333 1.68651
H 5.97503 -0.98459 0.12562
H 5.96856 0.71629 0.65031
H 5.87835 0.34579 -1.05539
H -1.23512 2.25527 -0.90166

***

25
Properties=species:S:1:pos:R:3 method="wB97M-V/def2-TZVPD" lumo_energy_ev=-0.72 gap_ev=7.836 e_above_lowest_ev=2.5802
C -0.33604 1.41285 -0.39910
C 1.95884 0.77299 -0.01598
C -1.79128 2.50403 0.81447
C -2.52395 1.96248 -0.49453
C 1.94274 -2.84927 0.80051
C 0.86456 0.73834 -0.85122
N -0.46736 2.11587 0.64973
N 3.04604 0.22540 -0.37404
N 0.89430 -2.53200 -0.12195
N -0.92763 -1.58082 -1.56586
O -0.92765 -0.95700 0.84832
O -1.52008 1.24512 -1.17466
S -0.01467 -1.30246 -0.18160
H 1.74160 1.13655 0.96754
H -1.99746 3.60358 0.90319
H -2.24033 2.12343 1.74596
H -3.48589 1.33895 -0.17283
H -2.96325 2.79756 -1.07815
H 2.48850 -3.62021 0.34663
H 1.54591 -3.29162 1.83545
H 2.44204 -1.89555 1.08682
H 1.08791 0.52716 -1.85741
H 3.79816 0.02084 0.28350
H -0.32795 -1.97375 -2.23458
H -1.64276 -0.89529 -1.97002

***

23
Properties=species:S:1:pos:R:3 method="wB97M-V/def2-TZVPD" lumo_energy_ev=0.63 gap_ev=8.232 e_above_lowest_ev=0.7144
C -3.63676 -0.29048 0.94203
C -3.23860 -0.08080 -0.57273
C -0.89829 0.62735 -0.60055
C 1.20325 1.09506 -0.54265
C 3.25003 -0.26361 -0.43812
C 3.18445 -1.13109 0.80354
H -2.88859 0.39525 1.42016
H -4.56032 0.07109 1.41106
H -3.78144 -1.30347 1.31237
H -3.66025 0.87381 -0.77159
H -3.75664 -0.85669 -1.11884
H -1.60973 -1.18347 -1.32222
H 3.02549 1.86728 -0.02913
H 3.02439 -0.73870 -1.41875
H 4.33725 0.01005 -0.40442
H 3.71992 -2.07221 0.52467
H 2.19360 -1.46267 1.21530
H 3.72031 -0.83309 1.66603
N -1.84290 -0.24143 -0.90478
N -1.10049 1.86546 -0.06170
N 2.54020 0.95084 -0.40220
N 0.36452 0.20865 -0.97623
S 0.41060 2.49287 0.26872

***

25
Properties=species:S:1:pos:R:3 method="wB97M-V/def2-TZVPD" charge=+1 lumo_energy_ev=-4.38 smiles="[H]/N=N/[C@@H](/C=N/C(=[NH2+])N=C)[C@@](C)(O)S" gap_ev=7.830 e_above_lowest_ev=2.5585
C -3.21182 1.50569 0.99044
C -0.13255 -0.89001 -0.51299
C -2.33925 -0.41388 -0.20335
C 1.25399 1.69967 0.30059
C 1.17620 -0.51911 -1.02317
C 1.98746 0.39631 0.35333
N 2.14949 -2.40034 -0.06321
N -2.83393 0.31104 0.75870
N -1.12629 -0.12000 -0.69285
N 2.06785 -1.75304 -1.11662
N -3.20646 -1.37807 -0.56289
O 1.87876 -0.32491 1.45923
S 3.66158 0.74463 -0.27918
H -3.54844 1.83208 2.00156
H -3.17611 2.37176 0.34296
H -0.14156 -1.69236 0.16921
H 0.96836 1.90188 -0.68690
H 0.29339 1.68672 0.87901
H 1.82120 2.61313 0.69192
H 1.25554 0.22307 -1.87683
H 2.60625 -3.23250 -0.25173
H -4.07460 -1.42279 -0.21731
H -3.13795 -1.97789 -1.36547
H 2.29248 -1.25216 1.21106
H 3.51643 2.09111 -0.30548

***

20
Properties=species:S:1:pos:R:3 method="wB97M-V/def2-TZVPD" charge=-1 lumo_energy_ev=3.42 gap_ev=5.451 e_above_lowest_ev=0.6765
C 0.85436 1.84179 -1.86947
O 1.07285 1.71689 -3.16736
C 0.58395 0.34057 -1.15894
C 0.67589 0.52725 0.34861
C -0.13086 -0.56054 1.06967
C -1.42508 -0.38724 1.29316
N -2.26260 -1.34818 1.96952
C 0.60193 -1.83617 1.41324
H -0.09269 2.38281 -1.64385
H 1.76467 2.12125 -1.28523
H -0.38138 0.04235 -1.56365
H 1.41972 -0.23434 -1.55326
H 1.72069 0.41126 0.64621
H 0.26365 1.46117 0.74040
H -1.91916 0.56402 1.12772
H -2.86823 -1.82328 1.30949
H -1.69488 -2.00374 2.48596
H 0.16912 -2.66885 0.86814
H 0.60222 -1.96196 2.50102
H 1.65109 -1.79153 1.12668

***

20
Properties=species:S:1:pos:R:3 method="wB97M-V/def2-TZVPD" charge=+1 lumo_energy_ev=-4.46 smiles="C[N+](C)=C[C@@]1(C)CO1" gap_ev=10.314 e_above_lowest_ev=2.5564
C 0.03303 -0.83377 -0.44044
C 2.23996 -0.26690 1.09106
C 1.51558 -0.19173 -0.22411
C 1.51686 1.20766 -0.88534
C -2.40722 -1.15711 -0.41510
C -1.34919 0.72286 0.74858
N -1.13316 -0.43163 -0.07565
O 2.57031 -0.96299 -0.13933
H 0.15579 -1.70380 -1.02458
H 2.76876 0.56647 1.35489
H 1.90603 -0.96332 1.92089
H 2.56256 1.37173 -1.25624
H 1.25704 2.00166 -0.12104
H 0.93275 1.30419 -1.74692
H -3.11342 -0.40284 -0.69804
H -2.80772 -1.66800 0.41468
H -2.34767 -1.72497 -1.28643
H -1.36975 1.60436 0.03237
H -0.53405 0.95212 1.43109
H -2.39649 0.57602 1.31967

***

Here are the calculated E_tot numbers, same order: -18677.6372; -20231.8257; -10872.4417; -26316.0778; -21118.2223; -21112.6191; -12353.8368; -27302.3140; -23211.2261; -26739.0426; -9952.6696; -9944.5484 (eV).